202
Properties=species:S:1:pos:R:3:mulliken_spin:R:1 method="wB97M-V/def2-TZVPD" lumo_energy_ev="-2.0 / -6.9" gap_ev="7.60 / 2.70" spin_multiplicity=2 mol_weight_da=1422.26 total_charge=+1
O -22.60908 -24.68084 4.30029 0.00
P -23.28726 -23.39113 4.57940 0.00
N -22.92377 -22.56436 6.07989 0.00
C -21.66730 -21.79870 6.23758 0.00
C -23.52431 -23.17207 7.29886 0.00
N -24.98855 -23.37104 4.43065 0.00
C -25.55434 -24.21962 3.40559 0.00
C -25.72828 -22.11974 4.52250 0.00
N -22.77455 -22.21071 3.39203 0.00
C -23.07989 -20.77276 3.33323 0.00
C -22.35005 -22.73980 2.15692 0.00
H -20.77313 -22.42204 6.24185 0.00
H -21.61958 -21.36434 7.23616 0.00
H -21.47782 -21.02987 5.48850 0.00
H -24.55784 -22.83304 7.22844 0.00
H -22.97794 -22.94462 8.21419 0.00
H -23.44803 -24.25028 7.15834 0.00
H -26.60988 -24.48138 3.47922 0.00
H -25.35876 -23.64803 2.49833 0.00
H -24.94941 -25.12588 3.37581 0.00
H -26.79149 -22.33595 4.62727 0.00
H -25.29216 -21.41571 5.23118 0.00
H -25.67161 -21.63002 3.55035 0.00
H -23.82258 -20.66650 2.54252 0.00
H -23.55736 -20.47587 4.26703 0.00
H -22.22889 -20.13392 3.09707 0.00
H -22.23158 -23.82320 2.13854 0.00
H -21.38725 -22.29714 1.90163 0.00
H -23.06889 -22.48626 1.37776 0.00
O -16.34408 -17.02625 -5.13330 0.00
P -17.45081 -16.98621 -6.09859 0.00
N -18.81334 -17.73416 -5.43732 0.00
C -18.77636 -19.03002 -4.73059 0.00
C -19.81674 -16.84746 -4.95694 0.00
N -17.20310 -17.99703 -7.47143 0.00
C -18.25710 -18.62612 -8.32014 0.00
C -15.86274 -18.45852 -7.73684 0.00
N -17.91238 -15.44943 -6.69034 0.00
C -18.37935 -15.38855 -8.09013 0.00
C -18.13937 -14.29743 -5.85715 0.00
H -19.13355 -18.93905 -3.70480 0.00
H -17.82129 -19.50055 -4.96411 0.00
H -19.53281 -19.60479 -5.26493 0.00
H -19.44438 -16.26007 -4.11763 0.00
H -20.65121 -17.43983 -4.58164 0.00
H -20.29205 -16.18564 -5.68093 0.00
H -18.03729 -18.64092 -9.38765 0.00
H -18.44959 -19.65190 -8.00576 0.00
H -19.15260 -18.04042 -8.11242 0.00
H -15.17098 -17.78263 -8.23957 0.00
H -15.36780 -18.59046 -6.77470 0.00
H -15.90841 -19.40824 -8.26982 0.00
H -19.27895 -15.98527 -8.24102 0.00
H -18.72185 -14.36588 -8.24800 0.00
H -17.52020 -15.58141 -8.73261 0.00
H -17.98365 -13.37383 -6.41465 0.00
H -17.37451 -14.27327 -5.08093 0.00
H -19.09458 -14.37212 -5.33746 0.00
O -19.53523 -21.48183 0.23573 0.00
P -19.14065 -20.12224 -0.17015 0.00
N -20.32886 -19.19989 -1.03533 0.00
C -20.24995 -17.70947 -1.07239 0.00
C -21.15426 -19.93733 -2.00700 0.00
N -17.87417 -19.95252 -1.25601 0.00
C -17.44168 -21.16424 -2.01214 0.00
C -17.08232 -18.69395 -1.37835 0.00
N -18.76412 -19.06128 1.09603 0.00
C -19.78582 -18.50038 2.03082 0.00
C -17.48373 -19.26877 1.79456 0.00
H -21.17335 -17.17929 -0.83928 0.00
H -19.89796 -17.35511 -2.04121 0.00
H -19.61543 -17.26674 -0.30461 0.00
H -21.16375 -19.28449 -2.87983 0.00
H -22.18765 -19.95918 -1.66095 0.01
H -20.79486 -20.92126 -2.30834 0.00
H -18.20609 -21.38755 -2.75640 0.00
H -16.50876 -21.01446 -2.55557 0.00
H -17.39781 -22.09069 -1.43953 0.00
H -16.88200 -18.38280 -2.40361 0.00
H -17.46247 -17.77129 -0.93988 0.00
H -16.09269 -18.76012 -0.92629 0.00
H -19.71731 -17.41256 2.02452 0.00
H -20.78609 -18.78452 1.70397 0.00
H -19.70165 -18.80370 3.07438 0.00
H -17.50329 -18.77489 2.76606 0.00
H -16.53339 -18.99287 1.33757 0.00
H -17.43134 -20.32755 2.04825 0.00
O -17.89818 -12.44610 2.16903 0.00
P -17.66730 -13.77613 2.91063 0.00
N -17.00575 -15.02925 1.92371 0.00
C -17.64536 -15.36625 0.66738 0.00
C -16.19300 -16.11115 2.48551 0.00
N -18.95915 -14.44588 3.77500 0.00
C -18.92762 -15.52620 4.64193 0.00
C -20.23533 -13.93328 3.42725 0.00
N -16.39149 -13.50416 4.05963 0.00
C -15.06399 -13.03215 3.63453 0.00
C -16.67736 -13.19663 5.47286 0.00
H -18.08368 -14.45208 0.26702 0.00
H -18.45593 -16.03304 0.96142 0.00
H -17.02707 -15.85748 -0.08397 0.00
H -15.39993 -16.45646 1.82225 0.00
H -16.93999 -16.89262 2.62474 0.00
H -15.60973 -15.75988 3.33669 0.00
H -19.51604 -16.34058 4.21924 0.00
H -17.90509 -15.84641 4.84193 0.00
H -19.34486 -15.21990 5.60120 0.00
H -21.02344 -14.67444 3.56009 0.00
H -20.39413 -13.05758 4.05655 0.00
H -20.46260 -13.61380 2.41020 0.00
H -15.02157 -13.04247 2.54540 0.00
H -14.93666 -11.96695 3.82752 0.00
H -14.21901 -13.56145 4.07493 0.00
H -16.35721 -12.17056 5.65394 0.00
H -16.29694 -13.95410 6.15816 0.00
H -17.76172 -13.15715 5.57637 0.00
O -28.71311 -19.72725 -2.23511 0.00
P -27.96916 -20.04139 -0.93158 -0.06
N -28.31806 -21.63324 -0.16105 0.38
C -27.78020 -22.02839 1.18842 -0.03
C -28.54941 -22.79724 -1.01579 -0.02
N -28.15515 -18.81985 0.31024 0.01
C -29.36499 -18.76806 1.21578 0.00
C -27.42146 -17.59323 0.20387 0.00
N -26.22944 -20.12389 -1.09604 0.55
C -25.58216 -20.22738 -2.40350 -0.02
C -25.33321 -20.28427 0.05389 0.00
H -26.71352 -22.24659 1.13675 0.02
H -28.40322 -22.80799 1.62680 0.01
H -27.84421 -21.17500 1.86349 0.00
H -29.18417 -23.50074 -0.47702 0.02
H -27.71377 -23.44735 -1.27494 0.02
H -28.97701 -22.59685 -1.99818 0.00
H -29.65907 -19.79384 1.43803 0.00
H -29.00827 -18.31101 2.13878 0.00
H -30.16498 -18.09526 0.90683 0.00
H -26.43051 -17.88726 0.54981 0.00
H -27.33377 -17.27236 -0.83414 0.00
H -27.74248 -16.81258 0.89353 0.00
H -26.23147 -20.56347 -3.21192 0.01
H -24.99392 -19.34873 -2.66818 0.04
H -24.80140 -20.97197 -2.24830 0.01
H -25.92801 -20.12510 0.95333 0.01
H -24.55018 -19.52626 0.07360 0.02
H -24.97242 -21.31258 0.03139 0.00
C -21.96372 -22.35853 -5.22250 0.00
N -21.64040 -23.12912 -4.01272 0.00
O -22.37964 -23.17781 -2.99729 0.00
O -20.64461 -23.84227 -4.12810 0.00
H -22.23878 -21.36112 -4.87956 0.00
H -22.80686 -22.83528 -5.72245 0.00
H -21.07266 -22.33859 -5.84998 0.00
C -13.61163 -21.44996 0.92934 0.00
N -14.55721 -22.56930 1.10633 0.00
O -14.21699 -23.57042 1.80581 0.00
O -15.63366 -22.41703 0.53761 0.00
H -13.18117 -21.26254 1.91306 0.00
H -13.94901 -20.47603 0.57476 0.00
H -12.85585 -21.74625 0.20194 0.00
C -14.60193 -15.97995 -3.04753 0.00
N -13.82622 -17.19113 -2.55554 0.00
O -12.83778 -16.92746 -1.92325 0.00
O -14.32995 -18.29537 -2.72783 0.00
H -14.39223 -15.92058 -4.11552 0.00
H -14.31248 -15.12085 -2.44233 0.00
H -15.68175 -16.12432 -3.01221 0.00
C -18.51423 -23.05215 5.02507 0.00
N -18.05195 -21.72726 4.54499 0.00
O -18.85488 -20.82427 4.81849 0.00
O -16.97799 -21.57240 3.91190 0.00
H -19.54394 -23.18482 4.69309 0.00
H -18.54515 -23.12795 6.11200 0.00
H -17.76679 -23.76999 4.68727 0.00
C -15.21253 -22.07191 -5.01162 0.00
N -16.46769 -22.13055 -5.89876 0.00
O -17.31167 -22.96075 -5.59039 0.00
O -16.45155 -21.50321 -6.93154 0.00
H -14.68076 -21.13439 -5.17411 0.00
H -14.82001 -23.07759 -5.16205 0.00
H -15.50672 -21.89949 -3.97634 0.00
C -17.54821 -24.45654 1.30923 0.00
N -18.62718 -25.41943 1.57759 0.00
O -18.22736 -26.24983 2.43268 0.00
O -19.59348 -25.49252 0.85987 0.00
H -17.56478 -24.27506 0.23457 0.00
H -16.57761 -24.83321 1.63197 0.00
H -17.78248 -23.52065 1.81650 0.00
C -13.24821 -17.54931 4.53454 0.00
N -13.75563 -18.74164 3.85751 0.00
O -14.12040 -18.64612 2.69890 0.00
O -14.12394 -19.64436 4.62572 0.00
H -14.01413 -16.77605 4.47521 0.00
H -12.30949 -17.25041 4.06811 0.00
H -12.90391 -17.77448 5.54393 0.00
Cl -23.61182 -16.79160 -2.52428 0.00
C -24.03447 -15.56614 -3.80287 0.00
C -24.46941 -14.16671 -3.19768 0.00
Cl -23.43043 -13.63299 -1.85949 0.00
H -24.88248 -15.99380 -4.33775 0.00
H -23.17269 -15.55839 -4.47024 0.00
H -25.41647 -14.21171 -2.65995 0.00
H -24.63161 -13.40838 -3.96365 0.00